w:
Formula: C4H6O2
Source: the Open Molecules 2025 dataset
Level of theory: wB97M-V/def2-TZVPD

For the HOMO-LUMO gap, the calculation gives 10.580 eV. Its SMILES is O=C1CC[C@@H]1O. The molar mass comes out at 86.09 g mol⁻¹. The highest occupied orbital energy comes out at -9.78 eV.

Cartesian coordinates (Å):
C -0.50753 0.70057 -0.42363
C 0.86577 0.50874 0.21022
C 0.86468 -0.94286 -0.05001
C -0.64331 -0.86212 -0.06626
H -2.30480 0.57953 0.43834
H -0.68532 1.08952 -1.41773
H 0.81391 0.66761 1.24802
H 1.54353 1.00098 -0.39805
H 1.33092 -0.92890 -0.94707
H 1.58451 -1.58507 0.50833
O -1.56350 1.32145 0.17440
O -1.29886 -1.54946 0.72343

---

x:
Formula: C4H6O2
Source: the Open Molecules 2025 dataset
Level of theory: wB97M-V/def2-TZVPD

For the HOMO-LUMO gap, the calculation gives 10.815 eV. The molar mass comes out at 86.09 g mol⁻¹. The highest occupied orbital energy comes out at -9.90 eV.

Cartesian coordinates (Å):
O -0.30797 2.32265 1.02074
C -0.97844 1.33698 0.83032
C -0.56972 0.27747 -0.13925
C 0.90642 0.03809 -0.35809
C 0.43517 -1.42053 -0.28904
O -0.77997 -1.04685 0.38764
H -1.92739 1.14024 1.36602
H -1.06696 0.39192 -1.11244
H 1.49969 0.33721 0.52116
H 1.40655 0.37804 -1.26068
H 1.21723 -1.87416 0.28501
H 0.16540 -1.88106 -1.25138

---

y:
Formula: C4H6O2
Source: the Open Molecules 2025 dataset
Level of theory: wB97M-V/def2-TZVPD

For the HOMO-LUMO gap, the calculation gives 8.362 eV. The molar mass comes out at 86.09 g mol⁻¹. The highest occupied orbital energy comes out at -8.85 eV.

Cartesian coordinates (Å):
C 1.21757 -0.14623 -1.34297
C -0.12591 -0.32803 -0.70899
O -1.07538 -0.91121 -1.14505
C -0.03926 0.21421 1.04204
O 1.08363 0.53140 1.39742
C -1.31828 0.08709 1.54781
H 1.30153 -0.82681 -2.19207
H 1.30672 0.88945 -1.69197
H 2.00924 -0.31103 -0.61145
H -1.54175 0.29524 2.59051
H -0.70816 0.79727 0.13464
H -2.07782 -0.36324 0.91793

---

z:
Formula: C4H6O2
Source: the Open Molecules 2025 dataset
Level of theory: wB97M-V/def2-TZVPD

For the HOMO-LUMO gap, the calculation gives 8.779 eV. The molar mass comes out at 86.09 g mol⁻¹. The highest occupied orbital energy comes out at -8.57 eV.

Cartesian coordinates (Å):
O 1.45548 -0.04636 0.64336
C 2.39760 0.33910 -0.20488
C 0.56526 -0.73412 -0.28392
C -0.76890 -0.55680 0.35457
C -1.51099 0.67710 0.10762
O -1.85578 -0.54066 -0.54402
H 2.49495 1.41959 0.01809
H 0.90466 -1.75543 -0.46374
H 0.54154 -0.19373 -1.24121
H -0.90810 -1.08543 1.29559
H -2.22664 1.02230 0.85120
H -1.08908 1.45443 -0.53265

---

List of relative energies, unit kJ/mol: w 110.0; x 0.0; y 187.6; z 343.5

---

w:
Formula: C4H9N3
Source: the Open Molecules 2025 dataset
Level of theory: wB97M-V/def2-TZVPD

For the HOMO-LUMO gap (spin up / spin down), the calculation gives 7.773 / 7.840 eV. The molar mass comes out at 99.14 g mol⁻¹. The highest occupied orbital energy (spin up / spin down) comes out at -6.76 / -6.88 eV.

Cartesian coordinates (Å):
C 0.23439 0.59443 0.51835
C -0.66666 1.78731 0.45180
N -2.19304 -0.39248 -0.64332
C 1.29457 -0.89231 -0.58116
C 2.36692 -1.28489 0.10949
N -0.01269 -0.61958 -0.01406
N -0.97584 -1.07561 -0.76273
H 1.05352 0.65759 1.21619
H -2.44456 -0.22440 0.33110
H -2.88720 -0.98870 -1.07814
H 1.22567 -1.03186 -1.65136
H -1.20236 1.82863 -0.49297
H -0.05790 2.68678 0.55322
H -1.40063 1.80492 1.26378
H 2.43760 -1.16105 1.17813
H 3.22819 -1.68878 -0.39832

---

x:
Formula: C4H9N3
Source: the Open Molecules 2025 dataset
Level of theory: wB97M-V/def2-TZVPD

For the HOMO-LUMO gap, the calculation gives 9.140 eV. Its SMILES is [H]/N=C(/C)N/N=C/C. The molar mass comes out at 99.14 g mol⁻¹. The highest occupied orbital energy comes out at -8.28 eV.

Cartesian coordinates (Å):
C 2.92167 0.28745 0.09995
C 1.57023 -0.01855 -0.34758
C -1.39838 0.17794 0.08013
C -2.71145 -0.01532 0.00306
H 2.93344 -0.36673 1.02382
H 3.83962 0.25949 -0.51050
H 2.92362 1.23449 0.63657
H 1.31537 1.04891 -1.02258
H -0.83213 -1.91971 -0.08744
H -3.19550 -0.18558 0.98114
H -2.71324 -0.78617 -0.86112
H -3.40743 0.90854 -0.54399
H 0.23487 1.20872 0.17217
N 0.86497 -1.02989 0.03123
N -0.57417 -0.93157 0.06252
N -0.77522 1.39130 0.07747

---

List of relative energies, unit kJ/mol: w 15.0; x 0.0

---

w:
Formula: C6H13NS
Source: the Open Molecules 2025 dataset
Level of theory: wB97M-V/def2-TZVPD

For the HOMO-LUMO gap, the calculation gives 9.682 eV. The molar mass comes out at 131.24 g mol⁻¹. The highest occupied orbital energy comes out at -9.02 eV.

Cartesian coordinates (Å):
C 1.21611 1.99651 -0.14569
C 1.27589 0.47546 -0.35124
C 0.00200 -0.28909 0.06914
C 0.01477 -1.73477 -0.39925
C -0.52686 -0.10647 1.33632
C -2.45931 -0.10005 -0.15263
H 0.76946 2.31371 -1.29896
H 2.46743 2.47998 0.05494
H 0.40538 2.23829 0.93212
H 1.10159 -0.00494 -1.46123
H 3.87506 -0.47374 -0.58912
H -0.66090 -2.21712 0.26425
H 1.05810 -2.09587 -0.10155
H 0.01629 -1.69211 -1.46974
H -0.13470 0.80785 2.06020
H -1.20751 -0.95892 1.58270
H -2.64060 -1.27516 -0.08741
H -2.80708 0.38463 -1.15177
H -3.26091 0.33034 0.32186
N -1.24835 0.50986 0.22482
S 2.74418 -0.58838 0.36222

---

x:
Formula: C6H13NS
Source: the Open Molecules 2025 dataset
Level of theory: wB97M-V/def2-TZVPD

For the HOMO-LUMO gap, the calculation gives 8.246 eV. The molar mass comes out at 131.24 g mol⁻¹. The highest occupied orbital energy comes out at -8.15 eV.

Cartesian coordinates (Å):
C 1.68288 -1.70532 0.04940
C 1.06264 -0.38152 0.70268
C -0.35917 -0.47566 1.21514
C 1.34258 0.64687 -0.39085
C 0.37341 0.72039 -1.67102
C -0.41794 1.71771 -0.87133
H 0.84642 -1.88957 -0.75250
H 2.65866 -1.38946 -0.40557
H 1.82457 -2.37147 0.98300
H 1.64406 -0.02584 1.52531
H -0.23433 -1.41420 1.99287
H -0.72901 0.33223 2.01413
H -2.86469 0.37203 0.28604
H 2.46796 0.66980 -0.57376
H -0.11668 -0.19320 -2.06159
H 0.83250 0.96952 -2.49810
H -0.46835 2.57949 -1.45124
H -1.38025 1.63042 -0.20519
H 0.42275 2.19157 1.02766
N 0.67369 1.89880 -0.04359
S -1.98286 -1.11798 0.38875

---

List of relative energies, unit kJ/mol: w 108.6; x 0.0

---

w:
Formula: C6H13NS
Source: the Open Molecules 2025 dataset
Level of theory: wB97M-V/def2-TZVPD

For the HOMO-LUMO gap, the calculation gives 8.114 eV. Its SMILES is C=N[S@@](=C)(C)=CCC. The molar mass comes out at 131.24 g mol⁻¹. The highest occupied orbital energy comes out at -7.29 eV.

Cartesian coordinates (Å):
C -0.50364 2.13859 0.11780
C -2.30758 -1.12014 1.09052
C 0.41623 -0.56384 0.76037
C 2.70515 0.37597 0.36859
C -1.47410 -1.15367 -1.58965
C 1.56230 -0.47552 -0.15712
N -1.28325 1.34421 -0.44338
S -1.09908 -0.41243 0.04051
H -0.46663 3.11048 -0.07408
H 0.40114 1.72318 0.66479
H -3.14006 -0.94902 0.50730
H -2.40009 -0.60057 1.96897
H 0.36989 -1.25659 1.63607
H 3.54901 0.10260 -0.19285
H 2.94160 0.29438 1.41158
H 2.59787 1.41246 0.03597
H -0.79966 -0.67217 -2.24855
H -1.07681 -2.19178 -1.50425
H -2.47173 -1.17291 -1.91362
H 1.79311 -1.41473 -0.67480
H 1.06398 0.02150 -1.10270

---

x:
Formula: C6H13NS
Source: the Open Molecules 2025 dataset
Level of theory: wB97M-V/def2-TZVPD

For the HOMO-LUMO gap, the calculation gives 8.620 eV. The molar mass comes out at 131.24 g mol⁻¹. The highest occupied orbital energy comes out at -7.85 eV.

Cartesian coordinates (Å):
C 1.87184 1.42196 0.39956
C 0.89740 0.18522 0.63641
C -0.59151 -1.57811 -0.17263
C -0.67433 0.58920 -1.22810
C -1.55222 0.28924 1.11803
C -0.45413 -0.09305 0.03458
N 2.44438 0.46964 -0.49054
S 3.75038 -0.51742 0.00589
H 1.53107 2.26018 -0.17183
H 2.40302 1.74828 1.21418
H 1.22563 -0.60009 1.26388
H -1.46087 -1.78125 -0.71872
H -0.67591 -2.10055 0.78136
H 0.32092 -2.07321 -0.65806
H -1.55785 0.48396 -1.89227
H -0.59354 1.72141 -1.09000
H 0.28454 0.35111 -1.85809
H -2.44291 0.00617 0.64275
H -1.79310 1.31972 1.44576
H -1.49788 -0.20625 2.00932
H 4.20445 -0.97611 -1.21716

---

List of relative energies, unit kJ/mol: w 305.2; x 0.0

---

w:
Formula: C6H13NS
Source: the Open Molecules 2025 dataset
Level of theory: wB97M-V/def2-TZVPD

For the HOMO-LUMO gap, the calculation gives 8.705 eV. Its SMILES is CCN(CC)C(C)=S. The molar mass comes out at 131.24 g mol⁻¹. The highest occupied orbital energy comes out at -7.89 eV.

Cartesian coordinates (Å):
C -2.31588 -1.03327 -0.62769
C -1.52176 -0.85538 0.68285
C -0.56072 1.43261 0.70631
C -0.98928 2.16901 -0.59843
C 0.85619 -0.50568 0.09186
C 1.02434 -1.95920 -0.18304
H -2.46477 -0.06617 -1.11034
H -1.92427 -1.79443 -1.33435
H -3.38214 -1.37977 -0.52274
H -2.12188 -0.36912 1.44353
H -1.19413 -1.77727 1.05147
H -1.17716 1.53728 1.62511
H 0.38988 1.90227 1.04479
H -0.24742 1.99495 -1.38609
H -1.84997 1.63083 -0.98684
H -1.27702 3.21142 -0.47294
H 1.82268 -2.02155 -0.89818
H 0.18172 -2.58870 -0.44019
H 1.41952 -2.36466 0.73407
N -0.33678 -0.03637 0.45946
S 2.20157 0.42819 -0.14967

---

x:
Formula: C6H13NS
Source: the Open Molecules 2025 dataset
Level of theory: wB97M-V/def2-TZVPD

For the HOMO-LUMO gap (spin up / spin down), the calculation gives 6.449 / 6.448 eV. The molar mass comes out at 131.24 g mol⁻¹. The highest occupied orbital energy (spin up / spin down) comes out at -7.13 / -7.13 eV.

Cartesian coordinates (Å):
C 1.44570 -2.08929 0.92844
C 0.98292 -0.86621 0.92458
C 0.70617 2.14725 0.98379
C 0.66189 -0.66102 -1.61889
C 0.10040 1.20361 -0.14089
C 0.39977 -0.23708 -0.20959
N -3.18268 -0.44248 -0.13017
S -1.98881 -1.50643 0.36153
H 2.15242 -2.39079 1.74088
H 1.74914 -2.58362 0.00492
H 0.71849 -0.32367 1.79751
H 0.33787 3.08667 0.84756
H 1.75835 2.12843 0.96242
H 0.55636 1.85952 1.96823
H 1.71428 -0.43469 -1.75127
H 0.59186 -1.80288 -1.63817
H -0.06447 -0.15442 -2.22614
H -0.96454 1.37915 -0.19034
H 0.35765 1.47681 -1.15081
H -3.67994 -0.22174 0.70368
H -3.84319 -0.88509 -0.76768

---

List of relative energies, unit kJ/mol: w 0.0; x 328.1

---

w:
Formula: C5H8NO2
Source: the Open Molecules 2025 dataset
Level of theory: wB97M-V/def2-TZVPD

For the HOMO-LUMO gap, the calculation gives 8.506 eV. The net charge is -1. The molar mass comes out at 114.12 g mol⁻¹. The highest occupied orbital energy comes out at -4.21 eV.

Cartesian coordinates (Å):
O 0.63503 -1.28932 0.52019
C -0.03642 -1.51053 -0.50934
O -0.21407 -0.72479 -1.47254
C -0.67080 -2.89955 -0.64650
H -0.08399 -3.56051 -1.28836
H -0.74076 -3.38323 0.33046
H -1.66095 -2.84654 -1.10610
C 0.19128 1.73317 1.17335
C -1.08063 2.11165 1.07033
C 1.62782 1.68653 -0.59328
N 1.29914 2.22559 0.49775
H 0.39785 0.90349 1.84320
H -1.43463 3.01890 0.59815
H -1.79432 1.59747 1.70218
H 2.50218 2.08913 -1.10272
H 1.06328 0.84853 -1.01676

---

x:
Formula: C5H8NO2
Source: the Open Molecules 2025 dataset
Level of theory: wB97M-V/def2-TZVPD

For the HOMO-LUMO gap, the calculation gives 4.112 eV. The net charge is -1. The molar mass comes out at 114.12 g mol⁻¹. The highest occupied orbital energy comes out at -1.87 eV.

Cartesian coordinates (Å):
N -2.21829 1.51569 -1.55290
C -1.30699 1.40773 -0.52075
C 0.09572 0.86408 -0.64036
C -1.12007 0.07797 0.12761
C 1.02060 -1.75318 0.47275
C 1.57132 -0.88095 1.45089
O 2.64019 -1.54055 1.48494
O 1.19411 0.14164 2.07472
H 1.08672 -2.81030 0.73542
H -1.71145 1.26904 -2.46011
H -1.43905 2.23920 0.20028
H 0.85262 1.33165 -0.05330
H 0.43563 0.58200 -1.59243
H -1.65015 -0.72685 -0.42085
H -0.97778 -0.03123 1.18700
H 1.52688 -1.68594 -0.49290

---

List of relative energies, unit kJ/mol: w 0.0; x 532.7

---

w:
Formula: C5H11N
Source: the Open Molecules 2025 dataset
Level of theory: wB97M-V/def2-TZVPD

For the HOMO-LUMO gap, the calculation gives 9.494 eV. Its SMILES is CN1C=C1.CC. The molar mass comes out at 85.15 g mol⁻¹. The highest occupied orbital energy comes out at -8.35 eV.

Cartesian coordinates (Å):
C -1.73892 1.33117 1.52971
C -1.88339 0.58721 0.20501
C 1.21896 -0.06698 0.26973
C 1.46805 -1.29288 0.52616
N 0.88003 -1.03009 -0.81443
C 1.85602 -1.03419 -1.90953
H -1.79560 0.64509 2.38128
H -0.77974 1.85873 1.59866
H -2.52927 2.07946 1.65239
H -2.90611 0.21927 0.07524
H -1.65640 1.24393 -0.64277
H 1.08149 0.98305 0.46733
H -1.21146 -0.27338 0.13334
H 1.71586 -2.13965 1.14232
H 1.54061 -0.29867 -2.65901
H 1.86391 -2.02331 -2.38065
H 2.87598 -0.78876 -1.57479

---

x:
Formula: C5H11N
Source: the Open Molecules 2025 dataset
Level of theory: wB97M-V/def2-TZVPD

For the HOMO-LUMO gap, the calculation gives 10.197 eV. Its SMILES is CC(C)N1CC1. The molar mass comes out at 85.15 g mol⁻¹. The highest occupied orbital energy comes out at -9.00 eV.

Cartesian coordinates (Å):
C -1.10180 -0.17068 1.04193
C -0.46136 0.60430 -0.11802
C -1.30090 0.47515 -1.38747
N 0.92497 0.23801 -0.45727
C 1.90815 0.15035 0.60056
C 1.43229 -1.07240 -0.09387
H -0.99546 -1.25125 0.89899
H -0.67208 0.08942 2.01709
H -2.17701 0.03028 1.08902
H -0.41852 1.66665 0.15816
H -1.45540 -0.58028 -1.64369
H -0.78729 0.95829 -2.22365
H -2.28542 0.94098 -1.26071
H 1.57406 0.29298 1.62894
H 2.89029 0.56248 0.37525
H 2.04745 -1.57482 -0.83684
H 0.80021 -1.73852 0.48848

---

List of relative energies, unit kJ/mol: w 263.3; x 0.0